# 1
16
Properties=species:S:1:pos:R:3 method="wB97M-V/def2-TZVPD" charge=0 lumo_energy_ev=0.5666 homo_lumo_gap_ev=10.077 multiplicity=1 homo_energy_ev=-9.5 smiles="CC(=O)c1ccccn1" total_energy_ha=-400.8283
C -1.770 -1.319 -1.554
C -0.301 -0.996 -1.329
O 0.616 -1.531 -1.974
C 0.016 -0.179 -0.175
C 0.679 1.108 -0.447
C 0.896 1.910 0.720
C 0.603 1.525 1.933
C 0.017 0.253 2.108
N -0.312 -0.533 1.102
H -2.249 -0.374 -1.925
H -2.166 -1.415 -0.386
H -1.798 -2.063 -2.270
H 0.864 1.296 -1.543
H 1.367 2.628 0.615
H 0.780 2.111 2.876
H -0.387 -0.025 3.174


# 2
16
Properties=species:S:1:pos:R:3 method="wB97M-V/def2-TZVPD" charge=0 lumo_energy_ev=0.5808 homo_lumo_gap_ev=8.151 multiplicity=1 homo_energy_ev=-7.6 smiles="C1=C2[C@@H]3[C@@H]4[C@H](O1)[C@H]2CN43" total_energy_ha=-400.7137
C 1.610 0.217 -0.645
C 0.335 -0.022 -1.229
C -0.394 1.204 -0.392
C -0.285 0.637 0.998
C 0.403 -0.612 0.870
O 1.875 -0.208 0.506
C -0.297 -1.127 -0.373
C -1.656 -0.669 -0.214
N -1.597 0.718 0.149
H 2.381 0.930 -1.071
H -0.079 2.235 -0.667
H -0.456 1.340 1.921
H 0.571 -1.306 1.705
H -0.188 -2.137 -0.660
H -2.204 -1.028 -1.116
H -2.155 -1.164 0.701


# 3
16
Properties=species:S:1:pos:R:3 method="wB97M-V/def2-TZVPD" charge=0 lumo_energy_ev=-0.1099 homo_lumo_gap_ev=9.517 multiplicity=1 homo_energy_ev=-9.6 smiles="CC(=O)c1ccccn1" total_energy_ha=-400.8486
C -2.536 -0.953 -0.021
C -1.713 0.319 0.015
O -2.241 1.464 -0.034
C -0.242 0.275 -0.041
C 0.611 1.366 0.036
C 1.922 1.213 0.014
C 2.397 -0.048 -0.054
C 1.565 -1.129 0.011
N 0.249 -1.018 -0.030
H -3.798 -0.681 -0.034
H -2.228 -1.468 -0.806
H -2.053 -1.364 0.997
H 0.130 2.276 0.048
H 2.442 2.139 -0.114
H 3.545 -0.395 -0.002
H 1.951 -1.996 0.016